C35H44FN3O3PdSeSi2 as an isolated structure. Source: OMol25; level of theory: wB97M-V/def2-TZVPD.

Calculated values
HOMO-LUMO gap: 4.857 eV
Charge: -2
Relative energy (zero: lowest compared OMol25 entry of this formula, charge and spin): 0.0541 eV

Geometry as XYZ:
```
90
Properties=species:S:1:pos:R:3:forces:R:3
Pd -1.8599 0.7059 -1.7447 -0.1 0.1 -0.1
C -4.3521 3.7340 -1.4965 0.0 0.0 0.0
Si -4.5465 2.0664 -0.6393 0.0 -0.1 0.0
C -4.0170 2.0791 1.1616 0.0 0.0 0.0
C -6.4455 2.0260 -0.4546 0.0 0.0 0.0
N -3.8474 0.7596 -1.5483 0.0 0.0 0.1
C -4.4748 -0.2660 -2.2342 0.0 0.0 -0.1
C -5.8483 -0.5228 -2.2557 0.0 0.0 0.0
C -6.4058 -1.5475 -3.0214 0.0 0.0 0.0
C -5.5870 -2.3518 -3.7870 0.0 0.0 0.0
C -4.2088 -2.1387 -3.7527 0.0 0.0 0.0
C -3.6227 -1.1392 -2.9719 0.0 0.0 0.0
N -2.2501 -0.9417 -2.8472 0.0 0.0 -0.1
Si -1.1915 -2.1916 -3.3688 0.1 0.0 0.2
C -1.5781 -3.8531 -2.5543 0.0 0.0 0.0
C 0.5954 -1.8649 -2.9408 0.0 0.0 0.0
C -1.1488 -2.4362 -5.2559 0.0 0.0 0.0
H -4.8104 4.5235 -0.8915 0.0 0.0 0.0
H -4.8833 3.6935 -2.4536 0.0 0.0 0.0
H -3.3123 3.9898 -1.6746 0.1 0.0 0.0
H -4.5926 2.8320 1.7107 0.0 0.0 0.0
H -2.9579 2.2736 1.3090 -0.1 0.0 0.0
H -4.2431 1.0990 1.5930 0.0 0.0 0.0
H -6.6891 2.9465 0.0881 0.0 0.0 0.0
H -6.8141 1.1880 0.1404 0.0 0.0 0.0
H -6.9821 2.0479 -1.4047 0.0 0.0 0.0
H -6.5127 0.0814 -1.6644 0.0 0.0 0.0
H -7.4804 -1.6974 -3.0061 0.0 0.0 0.0
H -5.9948 -3.1475 -4.4014 0.0 0.0 0.0
H -3.5813 -2.7811 -4.3537 0.0 0.0 0.0
H -1.5770 -3.7006 -1.4710 0.0 0.0 0.0
H -0.7909 -4.5747 -2.7961 0.0 0.0 0.0
H -2.5396 -4.2845 -2.8302 0.0 0.0 0.0
H 0.7017 -1.5528 -1.9012 0.0 0.0 0.0
H 1.0053 -1.0896 -3.5856 0.0 0.0 0.0
H 1.1633 -2.7870 -3.1010 0.0 0.0 0.0
H -2.0288 -2.9235 -5.6777 0.0 0.0 0.0
H -0.2706 -3.0329 -5.5238 0.0 0.0 0.0
H -1.0495 -1.4586 -5.7358 0.0 0.0 0.0
C 4.1014 3.6162 2.1482 0.0 0.0 0.0
C 3.3585 2.3085 2.4096 0.0 0.0 0.0
C 4.2715 1.1540 2.7845 0.0 0.0 0.0
C 5.2097 0.8091 1.6380 0.0 0.0 0.0
C 4.4500 0.6716 0.3427 -0.1 0.0 0.0
C 5.0037 0.0132 -0.7330 0.0 0.0 0.0
C 4.2849 -0.1274 -1.9129 0.0 0.0 0.1
F 4.8926 -0.7523 -2.9544 0.0 0.0 0.0
C 3.0001 0.3144 -2.0386 0.0 0.0 0.1
C 2.4039 0.9656 -0.9536 -0.1 0.0 0.0
C 0.9724 1.3300 -1.0221 0.1 0.0 -0.1
O 0.2840 0.8669 -1.9517 -0.1 0.1 0.0
C 0.5429 2.2409 -0.0067 0.0 0.0 0.0
C 1.3567 2.4777 1.0507 0.0 0.0 0.0
N 2.5731 1.9295 1.2332 0.0 0.0 0.0
C 3.1447 1.1913 0.2135 0.1 0.0 0.0
C -0.8005 2.9245 0.0369 0.0 0.0 0.0
O -0.9044 3.9250 0.7533 0.0 0.0 0.0
O -1.7393 2.4342 -0.6617 0.0 0.1 -0.2
H 4.7150 3.8833 3.0117 0.0 0.0 0.0
H 3.3952 4.4257 1.9596 0.0 0.0 0.0
H 4.7510 3.5295 1.2755 0.0 0.0 0.0
H 2.6348 2.4593 3.2127 0.0 0.0 0.0
H 3.6523 0.2909 3.0210 -0.1 -0.1 0.0
H 4.8360 1.4182 3.6822 0.0 0.0 0.0
H 5.7156 -0.1360 1.8485 0.0 0.0 0.0
H 5.9917 1.5697 1.5341 0.0 0.0 0.0
H 5.9998 -0.4090 -0.6676 0.0 0.0 0.0
H 2.4273 0.1476 -2.9357 0.0 0.0 0.0
H 0.9951 3.1323 1.8340 0.0 0.0 0.0
C 4.1601 -2.3657 5.2031 0.0 0.0 0.0
C 3.0971 -1.9410 4.2246 0.0 0.1 0.0
C 3.1357 -2.3311 2.8923 0.0 0.0 0.0
C 2.1571 -1.9546 1.9745 0.0 0.0 -0.1
C 2.2448 -2.4633 0.5646 0.0 0.0 0.0
C 1.0693 -1.1441 2.3724 -0.1 -0.1 0.2
Se -0.3783 -0.7562 1.2073 0.2 -0.2 0.1
C 1.0571 -0.7070 3.7226 0.0 0.0 0.0
C -0.0508 0.1748 4.2252 0.0 0.0 0.0
C 2.0426 -1.1187 4.6119 0.1 0.1 0.0
H 4.9466 -2.9320 4.6998 0.0 0.0 0.0
H 3.7549 -3.0003 5.9974 0.0 0.0 0.0
H 4.6316 -1.5061 5.6902 0.0 0.0 0.0
H 3.9506 -2.9661 2.5496 0.0 0.0 0.0
H 3.1620 -3.0384 0.4106 0.0 0.0 0.0
H 2.2126 -1.6375 -0.1487 0.0 0.0 0.0
H 1.3785 -3.0840 0.3215 0.0 0.0 0.0
H -0.2771 0.9617 3.5036 0.0 0.0 0.0
H 0.2079 0.6103 5.1946 0.0 0.0 0.0
H -0.9807 -0.3913 4.3302 0.0 0.0 0.0
H 1.9881 -0.7758 5.6437 0.0 0.0 0.0
```
Forces are in eV/Å.